[1]
117
Properties=species:S:1:pos:R:3:mulliken_charge:R:1 method="wB97M-V/def2-TZVPD" e_homo_ev=-4.32 multiplicity=1 total_charge=-1 mol_weight_g_mol=828.13 e_tot_ev=-110207.7843 orbital_gap_ha=0.21375
S -18.826 -45.564 10.952 0.4840
S -7.227 -31.218 13.513 0.4878
S -14.272 -36.484 0.667 0.4722
S -18.505 -42.042 16.390 0.4681
F -14.669 -39.645 8.934 -0.2966
F -16.138 -38.274 9.644 -0.2662
F -14.427 -38.715 10.943 -0.2743
O -12.749 -29.965 7.595 -0.5888
O -4.912 -37.170 12.350 -0.5684
O -17.473 -45.468 11.684 -0.6036
O -12.673 -37.586 8.974 -0.1841
O -7.165 -30.276 14.719 -0.6102
O -8.967 -33.924 2.513 -0.5530
O -7.365 -45.128 6.854 -0.5636
O -14.404 -36.787 7.808 -0.9233
O -17.166 -33.166 13.776 -0.5820
O -17.227 -42.379 17.191 -0.6117
O -14.322 -35.226 -0.204 -0.6292
N -8.476 -39.262 4.364 -0.4499
N -10.633 -41.617 13.426 -0.3917
C -18.364 -44.969 9.278 -0.8787
C -9.499 -39.257 4.926 0.3429
C -12.497 -31.822 9.063 -0.7820
C -14.082 -37.335 9.016 0.1756
C -14.265 -31.657 7.138 -0.8989
C -14.367 -35.959 2.391 -0.7866
C -7.222 -33.699 4.127 -1.0469
C -7.251 -42.805 7.605 -0.9784
C -19.237 -43.632 15.790 -0.8746
C -13.124 -31.090 7.903 0.6773
C -10.378 -37.603 9.750 -1.1692
C -7.218 -44.328 7.777 0.6888
C -15.868 -35.072 13.205 -0.8696
C -11.717 -41.535 13.856 0.3020
C -14.834 -38.511 9.638 0.7615
C -18.938 -47.366 10.576 -0.8975
C -6.821 -44.829 9.143 -0.9389
C -5.351 -38.120 13.013 0.7516
C -7.953 -32.837 14.022 -0.9222
C -11.859 -37.343 10.112 -0.0844
C -10.788 -39.290 5.562 -0.7001
C -5.508 -31.949 13.313 -0.9348
C -16.928 -33.998 12.872 0.8216
C -9.615 -34.255 4.752 -0.9374
C -8.602 -34.018 3.646 0.8010
C -6.338 -38.044 14.170 -1.0065
C -13.083 -41.410 14.499 -0.6637
C -18.121 -41.339 14.752 -0.8234
C -4.664 -39.460 12.729 -0.9498
C -12.541 -36.978 0.783 -0.7875
C -17.501 -33.894 11.465 -0.9762
H -19.467 -44.275 16.639 0.3280
H -12.186 -31.106 9.823 0.3014
H -18.576 -44.164 15.106 0.2641
H -5.476 -32.744 12.567 0.3437
H -6.680 -33.826 3.190 0.2922
H -11.217 -38.310 5.771 0.2661
H -6.591 -44.025 9.842 0.2693
H -9.181 -35.035 5.378 0.2755
H -4.612 -40.170 13.554 0.3243
H -10.733 -39.788 6.530 0.2508
H -17.670 -40.355 14.882 0.2934
H -18.033 -47.703 10.070 0.2974
H -18.982 -47.914 11.517 0.2986
H -20.213 -43.476 15.329 0.3412
H -15.337 -35.505 2.596 0.3182
H -10.242 -38.681 9.663 0.2433
H -11.957 -36.325 10.491 0.2544
H -5.779 -38.122 15.102 0.2978
H -15.060 -30.980 7.451 0.2567
H -17.927 -34.852 11.170 0.3029
H -6.872 -34.469 4.815 0.3566
H -7.099 -38.822 14.231 0.3369
H -14.210 -36.869 2.970 0.3347
H -5.191 -39.996 11.939 0.2447
H -4.787 -31.222 12.941 0.3213
H -14.531 -32.663 7.462 0.3077
H -15.105 -35.193 12.436 0.2137
H -9.698 -37.281 10.539 0.3713
H -7.492 -33.293 14.899 0.3009
H -15.404 -34.835 14.163 0.3135
H -17.512 -45.553 8.930 0.2844
H -7.672 -45.327 9.608 0.2782
H -6.942 -37.137 14.173 0.2494
H -16.722 -33.705 10.726 0.2030
H -11.447 -39.884 4.929 0.2987
H -16.377 -36.036 13.189 0.2656
H -19.007 -41.252 14.122 0.3533
H -5.069 -32.343 14.230 0.3120
H -6.262 -42.379 7.440 0.2877
H -8.986 -32.600 14.277 0.3496
H -7.784 -42.643 6.668 0.2910
H -12.439 -37.792 1.500 0.3163
H -19.785 -47.595 9.929 0.3522
H -11.992 -36.074 1.049 0.2329
H -7.885 -42.474 8.427 0.3468
H -12.243 -37.329 -0.204 0.3097
H -10.079 -37.128 8.816 0.2525
H -11.691 -32.471 8.719 0.2145
H -7.204 -32.662 4.464 0.2872
H -5.968 -45.508 9.128 0.3162
H -18.143 -43.902 9.284 0.3165
H -17.455 -42.015 14.216 0.2616
H -12.108 -38.041 10.912 0.2349
H -9.881 -33.419 5.399 0.3115
H -13.390 -40.366 14.443 0.2273
H -10.563 -34.641 4.377 0.2104
H -18.267 -33.135 11.303 0.3097
H -14.187 -36.581 9.797 -0.1044
H -13.155 -41.670 15.555 0.3345
H -14.109 -31.685 6.060 0.2872
H -13.567 -35.230 2.520 0.2201
H -7.976 -33.534 13.185 0.3507
H -19.177 -45.231 8.601 0.3468
H -3.659 -39.229 12.375 0.3188
H -13.284 -32.470 9.451 0.2246
H -13.738 -42.152 14.043 0.1977

---

[2]
120
Properties=species:S:1:pos:R:3:mulliken_charge:R:1 method="wB97M-V/def2-TZVPD" e_homo_ev=-11.04 multiplicity=1 total_charge=+1 mol_weight_g_mol=880.85 e_tot_ev=-78196.7548 orbital_gap_ha=0.24311
I -3.073 2.882 -1.510 0.2774
O -0.918 4.121 5.754 -0.6644
O -4.964 -5.028 -1.387 -0.6547
O -1.501 2.000 0.963 -0.1539
O 0.734 7.847 2.903 -0.6174
O 2.898 -8.224 -3.384 -0.6286
O -0.912 -4.743 -0.707 -0.7029
O 2.740 5.201 -0.785 -0.6883
O -8.224 0.927 -1.426 -0.6335
O 8.685 1.743 -0.145 -0.6341
O -0.012 0.050 3.620 -0.6892
N -0.342 4.358 3.612 -0.0209
N -2.800 -0.017 -1.636 -0.7263
N -2.463 1.001 -0.870 0.2455
N 2.459 -7.628 -5.503 -0.1302
N 0.168 8.822 0.963 -0.1612
N -1.128 0.875 5.401 0.0816
N 4.255 3.886 0.222 -0.1280
N -8.086 1.829 0.624 -0.1609
N -1.817 -4.908 -2.755 0.1175
N -3.620 -6.237 -0.080 0.0187
N 7.700 1.963 -2.145 -0.0795
C 4.793 -7.942 -4.815 -1.3473
C -1.917 -5.352 -4.135 -0.8205
C -7.452 2.171 1.883 -0.7288
C 4.744 2.695 0.902 -0.6339
C -1.669 -1.432 -0.075 -0.5027
C 2.514 8.227 1.350 -1.3613
C 9.752 0.625 -1.973 -1.3180
C 1.079 8.279 1.811 0.8206
C 0.271 -6.099 -2.287 -1.5863
C -1.730 6.091 4.645 -1.1740
C 8.684 1.481 -1.336 0.8837
C 7.526 1.766 -3.572 -0.8512
C -1.802 0.822 6.689 -1.0000
C -5.929 -7.000 -0.418 -1.3950
C -0.286 4.948 2.288 -0.6439
C 2.774 -7.274 -6.876 -0.8658
C 3.318 -7.946 -4.495 0.8619
C 3.005 4.145 -0.229 0.6165
C -1.372 -0.352 0.699 -0.0229
C -6.137 0.652 -0.302 -0.8924
C -0.853 -5.197 -1.852 1.0240
C 1.951 3.084 -0.006 -1.2336
C -1.788 0.908 0.268 0.1545
C -0.626 -1.512 5.327 -1.5392
C -2.404 -1.200 -1.242 -0.4808
C -0.975 4.792 4.732 0.7443
C -3.216 -7.323 0.793 -0.9347
C -7.565 1.140 -0.427 0.5172
C -0.565 -0.137 4.711 0.9699
C -4.816 -6.014 -0.669 0.9610
C 0.394 9.373 -0.362 -0.8834
H 3.958 1.961 1.032 0.2723
H 1.010 3.444 -0.413 0.2355
H -0.131 -2.215 4.664 0.3076
H 2.307 -7.985 -7.559 0.3020
H 2.217 2.152 -0.506 0.5454
H 10.289 1.185 -2.739 0.3637
H -5.870 0.124 -1.213 0.3229
H -0.699 4.227 1.581 0.1183
H 3.111 7.770 2.133 0.2938
H -6.811 -6.674 -0.962 0.3096
H 0.824 -5.658 -3.117 0.3895
H -5.459 1.498 -0.174 0.1388
H -2.837 -5.921 -4.270 0.3078
H 5.116 -6.950 -5.136 0.3607
H -6.169 -7.046 0.644 0.3801
H 3.845 -7.284 -7.042 0.3220
H -0.846 5.873 2.226 0.3390
H 5.135 2.977 1.880 0.2906
H -2.892 -6.923 1.755 0.2914
H 7.026 2.528 -1.654 0.1050
H -5.648 -7.994 -0.768 0.3672
H 7.537 2.729 -4.084 0.2920
H -2.522 6.025 3.897 0.3306
H 1.491 -7.656 -5.228 0.1803
H 0.093 10.421 -0.383 0.3094
H -2.561 -4.329 -2.395 0.0211
H 2.605 7.627 0.443 0.3384
H -1.356 -2.433 0.185 0.6578
H -1.052 6.906 4.383 0.2870
H -2.379 -7.864 0.348 0.2746
H 0.952 -6.238 -1.454 0.3897
H -2.941 -5.530 -0.313 -0.0109
H 10.455 0.323 -1.203 0.2863
H 9.315 -0.269 -2.419 0.3537
H -1.951 1.983 1.819 0.2298
H -2.686 -2.029 -1.866 0.5442
H -1.285 1.468 7.396 0.2907
H -4.034 -8.016 0.958 0.3998
H 8.317 1.146 -3.977 0.3245
H -1.661 -1.826 5.464 0.4007
H -1.819 -0.191 7.076 0.4174
H -1.942 -4.488 -4.800 0.3063
H 1.440 9.303 -0.637 0.3344
H 0.756 5.145 2.034 0.1674
H 2.393 -6.277 -7.101 0.2812
H 5.020 -8.665 -5.599 0.3789
H 1.828 2.904 1.064 0.3439
H -0.199 8.827 -1.097 0.2758
H -1.055 1.777 4.961 0.0128
H -0.843 -0.434 1.638 0.7440
H 2.894 9.232 1.162 0.4403
H -0.117 -1.523 6.290 0.4102
H 0.160 3.495 3.750 0.1962
H -6.037 -0.034 0.542 0.3894
H 4.907 4.636 0.050 0.2464
H -1.072 -5.976 -4.401 0.2228
H -0.112 -7.075 -2.586 0.3455
H 6.566 1.284 -3.767 0.2859
H -0.770 8.833 1.330 0.2404
H -2.825 1.181 6.582 0.2997
H -8.014 1.739 2.712 0.2817
H -7.432 3.255 2.008 0.2785
H -2.179 6.297 5.612 0.3357
H -9.038 2.124 0.475 0.2301
H 5.341 -8.215 -3.920 0.3009
H -6.435 1.796 1.919 0.2458
H 5.553 2.256 0.318 0.1216

---

[3]
113
Properties=species:S:1:pos:R:3:mulliken_charge:R:1 method="wB97M-V/def2-TZVPD" e_homo_ev=-8.22 multiplicity=1 total_charge=0 mol_weight_g_mol=792.79 e_tot_ev=-78660.9682 orbital_gap_ha=0.30607 smiles="CCCCCCCCCC[C@](C#N)([C@H](I)CC)[C@@H](C#N)CCF.CN(C)P(=O)(N(C)C)N(C)C.CN(C)P(=O)(N(C)C)N(C)C"
I -4.393 -0.817 1.691 0.0976
P 2.859 0.689 -4.346 0.3340
P 4.727 -5.938 -1.690 0.4137
F 0.594 2.699 1.092 -0.4085
O 5.531 -6.194 -0.472 -0.8606
O 2.250 -0.589 -3.904 -0.8311
N 5.355 -4.427 -2.239 0.4837
N 5.110 -7.230 -2.727 0.1212
N 4.285 0.814 -3.432 0.1760
N 1.661 1.845 -3.886 0.3846
N 3.173 -5.607 -2.199 0.3592
N -4.052 1.862 -2.187 -0.5753
N -4.862 4.498 0.619 -0.6598
N 3.317 1.527 -5.714 0.2599
C 1.864 2.730 -2.756 -1.3524
C -3.497 1.803 -1.186 -0.5416
C -1.569 2.630 0.053 -0.8976
C -5.383 4.234 6.848 -0.9473
C 2.755 2.763 -6.242 -0.8777
C -4.337 3.505 0.859 -0.4257
C 2.666 -4.384 -2.815 -0.8530
C -7.402 0.509 0.980 -1.4028
C 5.162 -7.168 -4.173 -0.9385
C -6.069 2.896 6.489 0.4618
C -2.998 3.695 3.233 0.0511
C -3.139 3.449 5.788 0.0246
C 0.309 1.296 -3.859 -1.1079
C -5.255 0.619 7.445 -0.2655
C -3.821 2.179 1.249 2.2936
C -3.034 2.304 2.600 -1.7273
C 4.974 -8.570 -2.175 -1.0618
C -5.028 1.222 1.489 -1.2851
C -4.127 4.593 6.025 -0.7261
C -2.836 1.722 0.129 0.3546
C -6.179 1.307 0.493 -0.2003
C 4.395 0.946 -6.515 -1.1259
C 2.170 -6.648 -1.979 -1.1047
C 4.892 2.043 -2.964 -0.9495
C -3.816 0.776 7.996 -0.9947
C -6.128 1.871 7.646 -1.0699
C -2.226 3.643 4.574 -1.5116
C -0.337 1.855 0.522 -0.3081
C 6.208 -4.340 -3.409 -1.2568
C 5.888 -3.597 -1.166 -0.7878
C 5.170 -0.339 -3.465 -1.0799
H 0.139 0.629 -4.701 0.3941
H -3.510 1.647 3.332 0.2692
H -4.019 4.010 3.449 0.3532
H -3.072 0.620 7.215 0.2465
H 7.123 -4.943 -3.324 0.3127
H 0.099 0.732 -2.940 0.2131
H -2.498 0.697 0.269 0.7918
H -0.594 1.112 1.280 0.3963
H 4.211 1.084 -7.581 0.4129
H 3.951 -8.959 -2.259 0.3281
H -8.296 0.914 0.503 0.4145
H -4.440 5.090 5.105 0.3859
H -2.499 4.420 2.591 0.4437
H 5.363 1.398 -6.272 0.2989
H -7.354 -0.542 0.706 0.3740
H -2.493 3.397 6.669 0.5051
H 5.322 -8.169 -4.573 0.4185
H 0.103 1.312 -0.317 0.1778
H 5.853 1.819 -2.502 0.4240
H -1.677 3.506 0.691 0.3257
H -3.613 2.469 5.702 -0.2658
H -7.548 0.644 2.054 0.3207
H -5.191 0.397 6.377 0.1301
H 2.019 -7.256 -2.879 0.3100
H -5.436 1.497 2.462 0.5976
H 5.997 -6.568 -4.525 0.2297
H -5.725 -0.233 7.935 0.4103
H 5.854 -0.323 -4.325 0.2880
H -1.532 2.800 4.526 0.4649
H 2.469 -7.316 -1.170 0.3518
H -3.584 5.352 6.595 0.3725
H 6.904 -3.877 -0.865 0.3330
H 1.590 -4.306 -2.648 0.3664
H -1.621 4.546 4.667 0.4462
H -5.135 4.282 7.910 0.4125
H -1.381 2.925 -0.976 0.6261
H 5.769 -0.394 -2.554 0.4375
H -3.619 0.067 8.798 0.3519
H 4.474 -0.128 -6.344 0.3375
H -7.158 1.528 7.764 0.3469
H -6.111 5.026 6.664 0.3343
H -0.410 2.116 -3.939 0.4112
H 5.088 2.770 -3.765 0.2727
H -2.019 1.930 2.491 0.1635
H -5.628 2.431 5.607 -0.6202
H -6.513 2.338 0.376 0.4302
H -5.904 0.923 -0.488 0.2366
H 2.838 -4.391 -3.895 0.1991
H 5.256 -3.643 -0.281 0.3583
H 5.896 -2.556 -1.501 -0.0118
H 4.295 2.525 -2.195 0.2354
H 1.679 2.814 -6.121 0.2777
H 2.955 2.830 -7.313 0.3611
H -7.107 3.126 6.245 0.5316
H 4.237 -6.788 -4.630 0.2738
H 5.645 -9.265 -2.683 0.4158
H 2.041 2.181 -1.819 0.4131
H 3.108 -3.488 -2.395 0.2302
H 5.672 -4.629 -4.312 0.3514
H -5.853 2.330 8.598 0.4507
H 2.686 3.423 -2.929 0.3745
H 3.208 3.635 -5.760 0.2434
H 5.252 -8.570 -1.121 0.3095
H 6.500 -3.298 -3.564 0.3445
H 0.987 3.367 -2.619 0.4150
H 4.588 -1.260 -3.516 0.3539
H -3.670 1.780 8.398 0.2321
H 1.211 -6.215 -1.695 0.3778

---

[4]
130
Properties=species:S:1:pos:R:3:mulliken_charge:R:1 method="wB97M-V/def2-TZVPD" e_homo_ev=-8.25 multiplicity=1 total_charge=0 mol_weight_g_mol=1021.82 e_tot_ev=-140053.9562 orbital_gap_ha=0.31178 smiles="COP(=O)(OC)OC.COP(=O)(OC)OC.COP(=O)(OC)OC.COP(=O)(OC)OC.COP(=O)(OC)OC.O=S1(=O)CCCC1.c1cc[nH]c1.c1cc[nH]c1.c1cc[nH]c1"
S 1.407 -7.071 -2.499 1.1414
P 3.591 5.269 3.830 0.7501
P 0.580 -0.976 -1.882 0.1439
P -5.875 -3.070 -2.735 0.8669
P -0.358 2.063 2.986 0.7157
P 3.676 3.880 -3.090 0.6266
O 3.641 4.051 -4.680 -0.3425
O 0.151 2.837 1.681 0.3926
O 3.969 5.584 5.219 -0.7572
O 2.137 3.785 -2.678 0.1320
O -0.057 3.122 4.143 -0.0906
O -0.756 -0.922 -0.970 0.1721
O 0.906 -2.375 -2.219 -0.3314
O 0.690 -8.199 -3.055 -0.6653
O -6.943 -3.741 -1.989 -0.7304
O 3.992 3.795 3.330 -0.4465
O -6.016 -1.490 -2.844 -0.4110
O 2.747 -6.832 -2.964 -0.6799
O 1.702 -0.210 -1.093 -0.4686
O 4.170 6.220 2.675 -0.3084
O 0.333 0.775 3.149 -0.8004
O 2.005 5.320 3.519 0.4209
O 4.425 4.928 -2.377 -0.6997
O -5.593 -3.502 -4.250 -0.2770
O 4.228 2.404 -2.828 -0.1648
O -1.976 2.032 2.837 -0.2725
O -4.435 -3.241 -2.008 -0.0444
O 0.242 0.049 -3.061 -0.1997
N -2.362 -4.250 3.095 0.0939
N 2.686 -4.203 2.354 0.0915
N -4.845 2.465 -0.128 0.0842
C -0.880 -2.646 3.444 0.9277
C -0.292 4.153 1.393 -0.8106
C 4.883 4.317 -5.348 -0.6611
C 1.417 1.075 -0.569 0.4059
C 1.439 -7.235 -0.687 -0.5420
C -2.843 -3.469 4.103 -0.5910
C -4.869 -0.629 -2.889 -0.1812
C -4.683 3.675 -0.713 -0.5169
C -0.069 -5.306 -1.093 0.9228
C -2.675 0.966 3.481 -0.7498
C -3.837 1.602 -0.485 -1.3815
C -3.947 -4.569 -1.926 -0.6825
C -0.879 -0.181 -3.910 -0.7487
C 4.965 2.112 -1.644 -0.5263
C 0.490 -5.492 -2.527 -0.7665
C -2.949 2.372 -1.211 0.6177
C 3.645 -4.162 0.343 -0.9748
C 3.406 3.273 2.125 -0.1829
C 3.481 -4.919 1.492 -0.4131
C 2.413 -2.984 1.816 -1.2558
C 1.305 4.926 -2.761 -0.7367
C 2.997 -2.913 0.584 0.0637
C 5.432 6.859 2.831 -0.7682
C -0.697 -1.335 0.403 0.1282
C 1.257 6.409 4.036 -0.9542
C -6.027 -4.769 -4.746 -0.7444
C -3.530 3.632 -1.476 -1.2935
C -1.956 -2.419 4.312 -1.3058
C -0.483 2.771 5.454 -0.7809
C -1.116 -3.787 2.726 -0.8634
C 0.080 -6.623 -0.298 -0.7731
H 0.495 1.588 -0.834 -0.0259
H -6.471 -5.424 -3.995 0.3377
H 6.152 6.436 2.125 0.2693
H -3.044 4.427 -2.014 0.4412
H 1.907 -2.261 2.436 0.8311
H -2.021 1.999 -1.621 0.5658
H 2.221 -6.544 -0.373 -0.0141
H -2.024 0.354 4.103 0.1619
H 1.804 6.862 4.869 0.4015
H 4.158 -4.547 -0.522 0.4513
H 4.845 2.916 -0.915 0.2196
H -3.178 -4.766 -2.675 0.2809
H -6.828 -4.694 -5.485 0.2726
H -1.339 -2.210 0.486 0.3919
H 3.088 2.263 2.383 0.2457
H -0.527 -4.401 2.064 0.2867
H 6.030 2.047 -1.860 0.3129
H -0.103 -6.384 0.751 0.3810
H 5.900 6.803 3.813 0.3519
H -3.797 0.620 -0.047 0.7606
H 2.530 3.775 1.719 -0.0516
H 1.384 1.094 0.526 0.1599
H -3.946 -0.891 -2.379 -0.0222
H 5.721 3.984 -4.740 0.3217
H -1.094 -4.962 -1.226 -0.3373
H -0.732 -7.318 -0.532 0.3597
H -3.808 -3.642 4.550 0.4195
H -3.475 1.425 4.064 0.4452
H -1.159 4.368 2.026 0.2641
H -5.596 2.263 0.507 0.2172
H -5.364 4.492 -0.545 0.4329
H 2.868 -2.191 -0.205 0.5672
H 1.736 5.764 -3.312 0.3469
H 1.057 5.290 -1.765 0.2122
H -1.589 0.647 -3.850 0.2561
H 0.383 4.982 1.600 0.1710
H 2.462 -4.544 3.270 0.2472
H 0.382 4.698 -3.296 0.2973
H -0.510 -0.283 -4.927 0.3581
H -5.145 -5.214 -5.199 0.2688
H -4.735 -5.319 -2.042 0.3870
H 1.673 -8.277 -0.496 0.5462
H -2.173 -1.731 5.112 0.5063
H 1.098 7.162 3.264 0.3076
H -1.070 3.617 5.820 0.2942
H -1.480 -1.047 -3.624 0.2246
H 2.278 1.732 -0.701 -0.2365
H -3.145 0.258 2.794 0.1946
H -1.006 -0.484 1.007 -0.1314
H -3.538 -4.773 -0.936 0.1683
H 4.888 3.777 -6.293 0.2443
H 3.656 -5.928 1.835 0.4586
H 4.955 5.378 -5.572 0.2519
H 0.290 6.157 4.473 0.2186
H -0.351 -5.552 -3.214 0.3878
H 0.280 -1.662 0.767 -0.1566
H 5.277 7.897 2.536 0.2433
H -2.803 -5.057 2.698 0.1931
H -1.174 1.930 5.595 0.2505
H -0.690 4.267 0.384 0.1996
H -0.047 -1.964 3.359 0.3323
H 0.354 2.504 6.098 0.3099
H 4.183 3.306 1.361 0.3760
H 4.611 1.183 -1.201 0.1682
H -4.634 -0.433 -3.938 0.2816
H -5.237 0.309 -2.477 0.2418
H 1.201 -4.730 -2.831 0.4083
H 0.421 -4.547 -0.480 -0.3303